# 1
Computed, not measured: an isolated ion of composition C5H9N2 and charge +1, with ωB97M-V/def2-TZVPD.

Last column: Löwdin charge in e.
CARTESIAN COORDINATES (ANGSTROEM)
1 C 1.1574 0.5624 -0.0902  -0.034
2 C 3.5458 0.2347 0.2328  0.044
3 C 0.0366 -0.4780 -0.1284  -0.113
4 C -2.2065 -0.8325 -0.8362  0.183
5 C -1.6379 0.9456 0.6684  -0.006
6 N 2.3053 0.2678 -0.0242  -0.049
7 N -1.3630 -0.0885 -0.2700  -0.184
8 H 3.7884 0.2448 1.3091  0.099
9 H 4.2836 -0.2013 -0.4802  0.103
10 H 0.1855 -1.2537 0.5821  0.139
11 H 0.2584 -0.6953 -1.1898  0.147
12 H -2.0274 -1.7202 -1.6150  0.191
13 H -3.2349 -0.5761 -0.7691  0.110
14 H -2.7054 1.3691 0.4834  0.151
15 H -0.7899 1.6878 0.4855  0.115
16 H -1.5961 0.5334 1.6419  0.105

Forces on the atoms, in the same order (eV/Å):
-4.53 1.09 -0.10
0.81 -1.62 0.57
2.87 0.49 -3.33
-0.26 -1.75 -2.98
-1.99 3.29 -1.22
2.52 -0.36 0.32
0.97 -0.91 1.59
0.14 0.29 -0.69
-0.79 0.86 0.39
-0.29 -0.93 0.45
0.18 -1.42 0.43
0.42 2.00 2.19
-0.80 0.35 0.31
2.02 -0.49 0.38
-1.49 -0.57 0.56
0.22 -0.33 1.11

total charge = +1
energy above the lowest of the compared OMol25 structures with the same formula, charge and spin = 135.5 kcal per mole

# 2
Computed, not measured: C5H9N2 as an isolated structure, with ωB97M-V/def2-TZVPD.

Last column: Löwdin charge in e.
CARTESIAN COORDINATES (ANGSTROEM)
1 C 0.1650 -1.1564 -0.9438  -0.018
2 C 1.2230 -1.0127 -0.1718  -0.028
3 C -1.2776 -0.1154 0.6008  -0.080
4 C -0.6594 0.0631 -0.7817  -0.260
5 C 1.0420 0.1052 0.7239  -0.165
6 N -0.0454 0.0076 1.5197  0.063
7 N 0.3770 1.1870 -0.6195  0.148
8 H 0.0548 -1.9632 -1.7113  0.155
9 H 2.1576 -1.5479 -0.3071  0.138
10 H -2.1560 0.5170 0.9255  0.154
11 H -1.7451 -1.0662 0.6803  0.114
12 H -1.3652 0.2466 -1.5446  0.143
13 H 1.8608 0.6289 1.1439  0.149
14 H -0.3960 0.7026 2.1934  0.157
15 H 0.7736 1.4064 -1.5695  0.184
16 H -0.0091 1.9973 -0.1383  0.146

Forces on the atoms, in the same order (eV/Å):
0.94 -1.10 -1.93
0.96 -1.55 -0.88
-0.21 0.30 0.84
-0.75 0.73 0.81
0.61 1.77 0.55
-3.57 0.49 -0.40
-0.93 -1.01 -0.36
-0.15 1.02 0.80
-0.25 -0.23 0.66
1.50 0.26 -0.38
0.04 -1.23 -0.08
-0.73 0.33 -0.83
0.88 0.30 0.32
1.76 -0.16 -0.10
-0.04 -0.14 1.49
-0.04 0.24 -0.53

total charge = +1
energy above the lowest of the compared OMol25 structures with the same formula, charge and spin = 78.1 kcal per mole

# 3
Computed, not measured: an isolated ion of composition C5H9N2 and charge +1, with ωB97M-V/def2-TZVPD.

Last column: Löwdin charge in e.
CARTESIAN COORDINATES (ANGSTROEM)
1 C -1.5993 0.0384 -0.0176  -0.229
2 C 0.1923 0.5490 0.1315  -0.206
3 C -2.9718 -0.2717 0.0841  0.052
4 C 2.4923 -0.1741 -0.3367  -0.066
5 C 1.5872 0.6610 0.4932  -0.152
6 N -0.8798 1.1347 0.4906  0.202
7 N -0.5080 -0.5650 -0.6367  0.201
8 H -3.3297 0.4665 0.8689  0.148
9 H -2.8945 -1.3437 0.2248  0.122
10 H -3.4636 0.0606 -0.8596  0.152
11 H 2.0104 -1.2076 -0.5242  0.113
12 H 3.4255 -0.2509 0.1419  0.076
13 H 2.7461 0.2137 -1.2675  0.070
14 H 1.8533 1.7203 0.6006  0.153
15 H 1.4868 0.4172 1.6386  0.200
16 H -0.1473 -1.4485 -1.0319  0.165

Forces on the atoms, in the same order (eV/Å):
3.34 0.71 -1.90
0.35 -1.54 -1.01
-0.24 1.49 0.56
-1.16 -2.55 0.53
-0.97 0.67 1.98
-1.91 0.72 0.80
0.30 0.98 1.02
-0.15 -1.61 -0.50
-1.43 -0.36 0.29
0.24 -0.61 0.31
1.17 1.44 0.48
1.11 -0.67 0.80
-0.09 1.05 -1.76
-0.08 0.00 -0.38
0.55 -0.20 -1.76
-1.02 0.49 0.53

total charge = +1
energy above the lowest of the compared OMol25 structures with the same formula, charge and spin = 106.5 kcal per mole

# 4
Computed, not measured: an isolated ion of composition C5H9N2 and charge +1, with ωB97M-V/def2-TZVPD.

Last column: Löwdin charge in e.
CARTESIAN COORDINATES (ANGSTROEM)
1 C 2.5327 0.0778 0.6548  0.068
2 C 1.2505 -0.1946 0.7838  -0.141
3 C 0.1404 0.3268 0.0139  -0.254
4 C 0.2740 1.4222 -0.7623  0.146
5 C -1.1303 -0.4025 -0.1094  -0.316
6 N -1.9647 -0.4827 0.9238  0.245
7 N -1.3765 -0.8772 -1.3034  0.253
8 H 3.2390 -0.4292 1.2180  0.052
9 H 2.9700 0.6849 -0.1421  0.088
10 H 0.9922 -0.9798 1.5247  0.122
11 H -0.6634 1.5949 -1.1962  0.064
12 H 1.0597 2.1398 -0.8159  0.094
13 H -1.5477 -0.0885 1.7818  0.154
14 H -2.6334 -1.1827 1.2075  0.148
15 H -0.9291 -0.4311 -2.1192  0.164
16 H -2.2135 -1.1783 -1.6598  0.111

Forces on the atoms, in the same order (eV/Å):
-0.22 0.85 -1.85
-0.68 -1.78 1.69
1.83 1.65 -0.97
-1.29 -1.36 1.25
-0.70 -0.14 0.20
1.71 0.39 1.68
1.78 1.37 -1.36
1.11 -0.81 1.25
-0.41 0.14 0.28
0.14 0.59 -0.32
-0.83 1.27 -1.40
0.51 0.06 0.08
-0.36 -0.10 -0.66
-0.37 -0.29 -1.05
0.77 -0.48 1.07
-2.97 -1.36 0.11

SMILES string = C=CC(=C)C(N)=[NH2+]
total charge = +1
energy above the lowest of the compared OMol25 structures with the same formula, charge and spin = 59.6 kcal per mole

# 5
Computed, not measured: an isolated ion of composition C5H9N2 and charge +1, with ωB97M-V/def2-TZVPD.

Last column: Löwdin charge in e.
CARTESIAN COORDINATES (ANGSTROEM)
1 C 0.7587 -1.2770 0.8434  -0.069
2 C -1.7534 1.3095 -0.4798  0.016
3 C -1.6124 1.0183 1.0234  0.004
4 C -0.5896 0.6108 0.1231  -0.187
5 C 0.7696 -0.5651 -1.4404  0.023
6 N 0.1981 -0.3822 -0.0514  -0.109
7 N 1.9925 -1.1549 1.2255  0.124
8 H -2.3674 0.6562 -1.0814  0.120
9 H -1.8974 2.3343 -0.8289  0.130
10 H -1.3545 1.8434 1.5515  0.100
11 H -2.0886 0.1603 1.3881  0.124
12 H 1.8195 -0.1493 -1.3821  0.104
13 H 0.8933 -1.7667 -1.5367  0.148
14 H 0.0382 -0.0553 -2.2231  0.147
15 H 2.3312 -1.9915 1.8280  0.167
16 H 2.8622 -0.5907 1.0410  0.158

Forces on the atoms, in the same order (eV/Å):
0.08 -0.89 1.60
0.16 -0.40 -0.28
0.14 -1.39 -1.89
-0.40 -0.33 -0.54
0.01 -1.91 -0.68
1.17 2.41 -2.50
1.81 -2.26 1.28
-0.18 -0.32 0.07
0.90 -0.14 0.35
0.10 2.29 2.10
-1.10 -0.63 1.25
-1.33 -0.23 -0.53
-0.52 2.96 -0.29
1.87 -1.30 1.70
-1.05 1.83 -1.21
-1.65 0.30 -0.42

total charge = +1
energy above the lowest of the compared OMol25 structures with the same formula, charge and spin = 142.2 kcal per mole

# 6
Computed, not measured: an isolated ion of composition C5H9N2 and charge +1, with ωB97M-V/def2-TZVPD.

Last column: Löwdin charge in e.
CARTESIAN COORDINATES (ANGSTROEM)
1 C -1.9653 0.0209 0.0536  0.003
2 C -0.8229 -0.5746 0.7866  -0.197
3 C -0.7378 -0.4693 -0.6954  -0.157
4 N 0.2216 0.6692 -0.6668  0.045
5 C 1.6295 0.2068 -0.7377  -0.098
6 N 1.6448 -0.0269 0.7387  0.023
7 C 0.3086 0.2827 1.0613  -0.081
8 H -2.8195 -0.6361 0.1951  0.133
9 H -2.1251 1.1029 -0.0732  0.132
10 H -1.0494 -1.3276 1.5501  0.172
11 H -0.6551 -1.2256 -1.4766  0.165
12 H 0.0301 1.6583 -1.1482  0.249
13 H 2.2873 0.9821 -1.1800  0.141
14 H 1.7674 -0.7817 -1.2467  0.144
15 H 2.0858 -0.9361 0.9873  0.156
16 H 0.1998 1.0551 1.8519  0.169

Forces on the atoms, in the same order (eV/Å):
0.33 0.63 -0.59
0.04 -1.14 1.62
-1.31 -0.27 -0.59
-0.52 1.87 -0.33
0.16 -1.19 1.17
2.82 -1.09 -1.11
-0.07 2.94 -0.84
-0.02 0.32 -0.71
-0.23 -0.60 0.57
0.16 -0.33 -0.87
-0.11 0.38 0.15
0.06 -2.93 1.18
-0.19 -0.44 0.74
-0.34 1.12 -0.22
-0.83 1.02 0.29
0.05 -0.29 -0.48

SMILES string = C1[C@H]2[C@@H]1[N@@H+]1CN[C@H]21
total charge = +1
energy above the lowest of the compared OMol25 structures with the same formula, charge and spin = 117.2 kcal per mole

Number 1: F_max 0.0906 hartree/bohr, E_tot -8299.8581 eV. Number 2: F_max 0.0705 hartree/bohr, E_tot -8302.3434 eV. Number 3: F_max 0.0759 hartree/bohr, E_tot -8301.1152 eV. Number 4: F_max 0.0636 hartree/bohr, E_tot -8303.1480 eV. Number 5: F_max 0.0712 hartree/bohr, E_tot -8299.5645 eV. Number 6: F_max 0.0626 hartree/bohr, E_tot -8300.6498 eV.